No. 1
{"formula": "C21H15BF2N3O6Y", "method": "ωB97M-V/def2-TZVPD", "e_homo_ev": -7.47, "charge": 0, "de_lowest_ev": 0.912, "symbols": ["Y", "O", "C", "O", "C", "C", "C", "C", "C", "N", "C", "O", "O", "H", "H", "H", "H", "C", "C", "C", "C", "N", "C", "C", "H", "H", "H", "H", "H", "H", "H", "F", "B", "F", "O", "C", "N", "C", "O", "C", "C", "C", "C", "C", "C", "H", "H", "H", "H"], "coordinates": [[0.094847, -1.157586, 0.216330], [-0.232075, 1.613849, -3.588841], [-0.230475, 0.956211, -2.420850], [-0.093107, -0.253858, -2.329311], [-0.360026, 1.825493, -1.214441], [-0.413380, 3.201884, -1.300151], [-0.531669, 3.930572, -0.109993], [-0.481871, 3.223439, 1.062626], [-0.430079, 1.838833, 1.068301], [-0.406645, 1.176831, -0.032261], [-0.425557, 1.027955, 2.370638], [-0.630019, 1.614168, 3.425626], [-0.169759, -0.237027, 2.215912], [-0.163797, 0.933068, -4.298792], [-0.347764, 3.727585, -2.243588], [-0.612953, 5.005413, -0.152164], [-0.483917, 3.676593, 2.045777], [-6.617658, -1.394796, -0.103378], [-5.116940, -1.287524, -0.092370], [-4.479054, -0.707739, 1.021196], [-3.104366, -0.564808, 0.989425], [-2.351523, -1.080551, 0.001205], [-2.960493, -1.737739, -0.964518], [-4.337578, -1.822394, -1.087273], [-7.024515, -1.446353, 0.881815], [-6.945681, -2.233247, -0.679583], [-7.036556, -0.526537, -0.559606], [-5.055854, -0.291348, 1.832269], [-2.590804, -0.044768, 1.804086], [-2.322994, -2.210578, -1.696204], [-4.797256, -2.359969, -1.903124], [0.668389, -4.396897, 1.024279], [-0.440361, -3.667422, 0.528193], [-1.593404, -4.310696, 0.162209], [2.236478, -2.029471, -0.499493], [2.829295, -1.001502, -0.137468], [2.109794, 0.047374, 0.340470], [2.990566, 0.967911, 0.920240], [2.645524, 1.960563, 1.516679], [4.379701, 0.486626, 0.628837], [5.601631, 1.027414, 0.968610], [6.749618, 0.340246, 0.551920], [6.649235, -0.822063, -0.209857], [5.378982, -1.390082, -0.527864], [4.268044, -0.718263, -0.073568], [5.634034, 1.975744, 1.505479], [7.685127, 0.785661, 0.820730], [7.538452, -1.331723, -0.588769], [5.328414, -2.318494, -1.089384]], "forces_ev_per_a": [[0.417, -0.031, 0.064], [-0.085, -0.993, 0.004], [0.273, -0.112, 0.382], [-0.166, 0.236, 0.143], [-0.123, 0.391, -0.074], [-0.083, 0.155, 0.090], [0.294, -0.529, -0.326], [-0.172, 0.784, 1.069], [-0.193, 0.520, 1.205], [-0.093, -0.638, -2.364], [0.514, -0.079, 0.948], [-0.038, -0.313, -0.867], [-0.494, 0.608, -0.398], [0.026, 0.537, 0.504], [-0.097, -0.238, -0.060], [0.063, 0.076, 0.175], [-0.097, 0.226, -0.091], [0.799, 0.091, -0.267], [-0.541, 0.003, 1.374], [0.258, 0.231, -1.031], [-0.243, 0.071, 0.347], [0.013, 0.291, 0.761], [-0.322, -0.124, -0.765], [0.267, -0.195, -0.017], [-0.189, -0.161, 0.737], [-0.202, -0.635, -0.299], [-0.342, 0.797, -0.422], [-0.005, -0.039, 0.122], [-0.108, -0.312, -0.357], [0.095, -0.082, -0.137], [0.108, -0.002, -0.144], [-2.203, 0.124, -0.733], [0.926, -0.192, 0.177], [1.145, -0.523, 0.575], [0.007, -0.335, -0.471], [-0.795, 0.616, 0.209], [0.957, -0.145, 0.136], [-0.830, -0.201, -0.443], [0.275, 0.082, -0.011], [0.424, -0.159, 0.079], [-0.406, -0.052, -0.199], [-0.672, 0.070, -0.206], [-0.651, -0.455, -0.237], [1.124, 0.418, 0.354], [0.766, 0.250, 0.223], [0.149, -0.313, -0.041], [0.581, -0.131, -0.082], [-0.201, 0.250, 0.270], [-0.129, 0.164, 0.094]]}

---

No. 2
{"formula": "C17H24N4O3S2", "method": "ωB97M-V/def2-TZVPD", "e_homo_ev": -8.24, "charge": 0, "smiles": "CCCCNC(=O)N(O)[C@@H]1N(/N=C/c2ccccc2O)C(=S)SC1(C)C", "de_lowest_ev": 1.723, "symbols": ["C", "C", "C", "C", "N", "C", "O", "N", "O", "C", "N", "N", "C", "C", "C", "C", "C", "C", "C", "O", "C", "S", "S", "C", "C", "C", "H", "H", "H", "H", "H", "H", "H", "H", "H", "H", "H", "H", "H", "H", "H", "H", "H", "H", "H", "H", "H", "H", "H", "H"], "coordinates": [[3.619714, 2.691859, -2.475104], [2.278985, 3.098228, -1.875780], [2.251276, 2.875635, -0.364767], [0.945699, 3.344877, 0.282596], [-0.192227, 2.565099, -0.145066], [-0.706005, 1.583346, 0.613734], [-0.359832, 1.308065, 1.746620], [-1.736598, 0.873328, 0.014783], [-2.054793, 1.104747, -1.325993], [-2.337870, -0.267522, 0.654784], [-1.997618, -1.484081, -0.072691], [-0.793629, -2.079738, -0.084004], [0.196102, -1.710610, 0.638780], [1.459570, -2.398589, 0.565746], [2.515356, -1.928844, 1.358001], [3.749943, -2.534977, 1.335806], [3.956357, -3.637652, 0.513425], [2.935781, -4.118706, -0.276789], [1.675540, -3.514972, -0.271428], [0.737741, -4.032629, -1.068699], [-2.918635, -1.936273, -0.973733], [-2.629499, -3.109658, -2.071680], [-4.435455, -1.083531, -0.799589], [-3.870432, -0.213900, 0.739121], [-4.406920, 1.207006, 0.762536], [-4.353993, -1.020145, 1.938813], [3.622570, 2.852393, -3.550458], [4.425390, 3.277567, -2.038428], [3.819690, 1.639800, -2.284106], [2.091284, 4.153526, -2.088434], [1.486305, 2.515441, -2.350482], [2.393757, 1.814764, -0.147478], [3.075623, 3.423950, 0.094372], [0.761510, 4.395897, 0.043255], [1.010431, 3.229903, 1.366950], [-0.564609, 2.705206, -1.070882], [-1.648593, 0.411757, -1.877794], [-1.903309, -0.290068, 1.661384], [0.158342, -0.869306, 1.330828], [2.339892, -1.071597, 1.992547], [4.551572, -2.159039, 1.952547], [4.921769, -4.120589, 0.492253], [3.080059, -4.972018, -0.920550], [-0.099987, -3.531011, -0.987959], [-3.983050, 1.744305, 1.608618], [-4.148552, 1.732616, -0.152755], [-5.489184, 1.189853, 0.859560], [-5.438316, -1.097180, 1.921807], [-3.938142, -2.025988, 1.922728], [-4.052998, -0.530548, 2.863061]], "forces_ev_per_a": [[-0.242, 0.070, -0.045], [0.248, -0.121, 0.221], [-0.340, 0.231, -0.150], [0.390, -0.145, 0.245], [-0.021, 0.273, -0.433], [-0.261, 0.013, -0.603], [0.249, -0.023, 0.580], [-0.024, -0.246, -0.157], [-0.014, 0.144, 0.228], [0.247, 0.131, 0.006], [-0.644, 0.331, 0.363], [0.814, -0.418, -0.094], [-0.612, 0.475, 0.117], [0.346, -0.366, -0.145], [-0.088, -0.123, -0.136], [0.138, 0.102, 0.134], [-0.141, 0.037, -0.030], [-0.118, -0.045, -0.079], [0.177, 0.189, 0.219], [-0.018, -0.130, -0.098], [-0.145, -0.196, -0.157], [-0.259, -0.080, -0.233], [0.351, 0.026, 0.200], [-0.208, -0.275, -0.353], [0.137, -0.096, -0.138], [0.087, 0.026, -0.074], [0.093, -0.022, -0.105], [0.123, 0.037, 0.025], [0.068, -0.108, -0.002], [-0.087, 0.038, -0.028], [-0.085, 0.036, -0.029], [0.044, -0.041, 0.071], [0.088, -0.005, 0.041], [0.014, -0.037, 0.070], [-0.031, 0.148, -0.115], [-0.044, -0.118, 0.135], [0.091, -0.029, 0.359], [-0.118, 0.025, -0.210], [-0.145, 0.106, 0.012], [-0.031, 0.099, 0.073], [0.060, 0.038, 0.057], [0.078, -0.054, -0.015], [0.015, -0.099, -0.076], [-0.040, 0.078, -0.007], [-0.016, 0.076, 0.118], [0.000, 0.067, -0.009], [-0.115, 0.020, 0.062], [-0.064, -0.025, 0.027], [0.010, -0.082, 0.020], [0.041, 0.069, 0.140]]}

---

No. 3
{"formula": "C26H31N7O3S", "method": "ωB97M-V/def2-TZVPD", "e_homo_ev": -7.68, "charge": 0, "symbols": ["C", "N", "C", "C", "C", "C", "C", "C", "H", "H", "C", "N", "C", "O", "C", "C", "N", "H", "H", "C", "N", "S", "C", "O", "N", "H", "H", "C", "C", "C", "C", "C", "N", "C", "H", "H", "H", "H", "H", "H", "C", "O", "N", "H", "C", "C", "H", "H", "C", "H", "H", "C", "H", "H", "C", "H", "H", "H", "H", "H", "H", "C", "H", "H", "H", "H", "H", "H"], "coordinates": [[-6.695977, -2.034399, 0.338514], [-6.068179, -0.874753, 0.920537], [-4.704818, -0.742668, 0.897541], [-3.867541, -1.711857, 0.326581], [-2.501244, -1.533663, 0.276666], [-1.906044, -0.388254, 0.789597], [-2.720820, 0.537599, 1.430750], [-4.085772, 0.372978, 1.482195], [-4.677627, 1.121038, 1.982279], [-2.278814, 1.414452, 1.882601], [-0.427167, -0.128630, 0.648744], [-0.089916, 0.449791, -0.645806], [1.162677, 0.875484, -0.981029], [1.404478, 1.226330, -2.140570], [2.241418, 0.898048, -0.006142], [3.570368, 1.152987, -0.383179], [4.031626, 1.324109, -1.625796], [3.350797, 1.453852, -2.360640], [5.007491, 1.571592, -1.719186], [4.410955, 1.153149, 0.773656], [3.792398, 0.938059, 1.915914], [2.210656, 0.702582, 1.725500], [5.863474, 1.406354, 0.722398], [6.454291, 1.640606, -0.320726], [6.468838, 1.359108, 1.924446], [7.457606, 1.527874, 1.993919], [5.920404, 1.169193, 2.745534], [-1.097240, 0.472659, -1.694906], [-2.223598, 1.421405, -1.400411], [-1.982754, 2.680069, -0.861734], [-3.052503, 3.517282, -0.599354], [-4.329231, 3.062031, -0.889021], [-4.571264, 1.876808, -1.423405], [-3.545442, 1.085815, -1.675918], [-3.791672, 0.126806, -2.113561], [-5.200656, 3.673103, -0.691963], [-2.900061, 4.499146, -0.178518], [-0.969842, 2.992007, -0.649095], [-1.494161, -0.532633, -1.862988], [-0.575319, 0.802579, -2.601612], [0.334012, -1.438902, 0.938199], [0.411957, -1.880728, 2.064330], [0.843584, -2.051394, -0.146071], [0.816542, -1.583426, -1.038411], [1.727154, -3.195078, -0.059193], [1.572013, -4.075262, -1.298924], [0.531825, -4.150490, -1.613310], [1.927666, -5.078666, -1.066998], [2.464614, -3.422972, -2.369270], [3.014113, -4.182113, -2.923883], [1.866104, -2.865764, -3.090312], [3.422761, -2.478354, -1.617067], [4.460684, -2.641477, -1.901125], [3.185703, -1.437286, -1.839217], [3.196331, -2.765771, -0.131091], [3.403919, -1.905335, 0.502899], [3.823732, -3.593312, 0.199924], [1.484812, -3.705001, 0.875792], [-0.153471, 0.581012, 1.440987], [-1.890261, -2.299591, -0.180610], [-4.281253, -2.607882, -0.105983], [-6.879520, 0.314022, 1.066454], [-6.498350, 1.125854, 0.440131], [-6.901144, 0.646434, 2.108157], [-7.899871, 0.095629, 0.761113], [-6.624093, -2.047315, -0.756575], [-7.748389, -2.045428, 0.616104], [-6.239529, -2.942578, 0.733232]], "forces_ev_per_a": [[0.093, -0.075, -0.038], [-0.256, -0.073, -0.029], [0.231, -0.022, 0.102], [-0.180, -0.108, -0.090], [0.140, 0.222, 0.167], [-0.045, -0.119, 0.249], [0.051, -0.204, -0.015], [-0.060, 0.065, 0.079], [-0.098, 0.088, 0.036], [0.041, 0.096, 0.031], [0.083, -0.150, 0.436], [-0.192, 0.059, -0.190], [-0.091, 0.084, -0.347], [0.144, 0.038, -0.006], [0.572, 0.149, 0.584], [-0.564, -0.210, 0.208], [0.177, 0.169, -0.484], [0.092, -0.010, 0.107], [-0.104, -0.037, -0.022], [-0.763, -0.100, 0.037], [0.404, 0.080, 0.058], [0.312, 0.210, -0.429], [0.433, 0.013, 0.382], [-0.018, 0.019, -0.192], [0.126, -0.005, 0.175], [-0.067, -0.004, -0.067], [0.028, 0.001, 0.023], [0.022, 0.073, -0.506], [-0.162, 0.264, -0.086], [-0.120, -0.107, -0.159], [0.062, -0.070, -0.017], [0.009, 0.241, 0.106], [-0.511, -0.035, -0.118], [0.430, -0.099, -0.105], [0.085, -0.158, -0.010], [-0.017, 0.126, 0.055], [-0.011, 0.092, 0.034], [0.108, 0.027, 0.054], [0.040, 0.092, -0.047], [-0.179, -0.207, 0.208], [-0.124, 0.099, -0.138], [-0.060, -0.014, 0.258], [0.095, -0.086, -0.489], [-0.119, 0.123, 0.110], [0.096, -0.348, 0.350], [-0.056, 0.003, 0.056], [-0.051, -0.085, 0.043], [-0.011, -0.033, 0.021], [0.023, -0.043, -0.128], [-0.043, 0.015, -0.089], [0.008, -0.026, -0.085], [0.095, 0.006, 0.033], [0.032, 0.101, -0.040], [0.052, 0.063, -0.019], [-0.093, 0.042, 0.032], [0.025, 0.024, 0.112], [0.038, -0.064, 0.047], [0.031, 0.024, -0.143], [-0.102, -0.196, -0.072], [0.051, -0.085, -0.057], [-0.080, -0.080, -0.038], [0.057, 0.179, 0.155], [-0.045, 0.019, 0.008], [-0.064, 0.090, -0.019], [0.009, -0.011, 0.013], [-0.003, -0.066, -0.028], [0.037, -0.011, -0.012], [-0.042, -0.051, -0.055]]}

---

No. 4
{"formula": "H25O12", "method": "ωB97M-V/def2-TZVPD", "e_homo_ev": -13.94, "charge": 1, "de_lowest_ev": 3.083, "symbols": ["O", "H", "H", "O", "H", "H", "O", "H", "O", "H", "H", "O", "H", "H", "O", "H", "H", "O", "H", "H", "O", "H", "H", "O", "H", "H", "O", "H", "H", "O", "H", "H", "O", "H", "H", "H", "H"], "coordinates": [[-3.726627, -1.375769, -0.815856], [2.894930, -3.882791, 1.422468], [2.689502, -2.071232, -1.870053], [3.376090, 0.509592, -0.112533], [3.507920, -0.319483, 0.341017], [-3.043232, 1.639963, 0.282219], [0.684930, 2.959248, 2.227767], [0.447670, -0.462248, 4.253811], [2.450215, 0.451066, -3.240348], [1.515554, 2.547324, 2.067504], [2.722804, 1.222972, -3.750623], [-0.594662, 1.733605, -1.444770], [-1.903773, 1.321556, -0.955498], [-0.541460, 2.207437, -2.269770], [2.169236, -3.246064, 1.621131], [-0.050124, -2.777895, -2.033547], [1.552265, -3.957335, 1.364323], [-2.949742, 1.069862, -0.542563], [0.122276, 2.932121, 2.981242], [-4.197292, -0.809453, -1.474975], [1.723252, -2.227005, -1.756842], [1.317071, -1.354609, -1.690768], [3.418374, 1.240447, 0.546161], [1.132141, -0.337861, 3.603803], [-3.064521, 0.144138, -0.194507], [1.467403, -1.205242, 3.246386], [-2.068515, 2.648105, 1.636964], [-2.135433, 3.126923, 2.513459], [-1.839140, 3.532111, 1.276152], [-0.825906, -2.202908, -2.050138], [3.142318, 0.587920, -2.576795], [-3.425907, -1.964484, -1.523581], [-1.554619, 0.036073, 0.958420], [0.072778, 1.031898, -1.436606], [-1.490546, -0.542284, 0.198530], [-0.780985, -1.946456, -3.000743], [-0.740461, 0.246704, 1.424834]], "forces_ev_per_a": [[-0.672, 0.670, -1.949], [0.606, 1.373, 0.535], [-1.148, -0.161, 0.020], [-0.250, 1.250, -0.006], [0.070, -0.218, 0.512], [0.458, -0.411, -0.678], [-0.982, 1.790, -2.482], [-0.188, -0.622, 0.254], [0.683, 0.845, 0.353], [0.425, -0.815, 1.395], [-0.613, -0.025, -0.858], [-0.718, -0.566, 0.888], [-1.391, -0.573, 0.735], [0.143, 0.171, -0.592], [0.504, -2.245, -0.734], [0.150, -0.235, 0.500], [-1.107, 1.014, 0.281], [0.291, 2.173, -0.468], [0.802, -1.020, 1.144], [-0.255, 0.061, 1.202], [1.349, 0.149, 0.042], [0.316, -0.061, -0.075], [0.116, -1.106, -0.619], [1.026, -0.537, -1.341], [0.164, 0.252, -0.661], [-0.860, 1.093, 0.906], [-0.158, 2.902, 1.468], [-0.592, -1.906, -0.300], [0.290, -0.836, -1.338], [-0.312, 0.491, -1.422], [-0.193, -0.745, 0.744], [0.872, -0.900, 0.755], [-0.071, -0.139, 0.995], [0.046, 0.213, -0.158], [1.241, -0.732, 0.338], [-0.382, -0.078, 0.887], [0.340, -0.516, -0.273]]}

---

No. 5
{"formula": "C3H3NO2", "method": "ωB97M-V/def2-TZVPD", "e_homo_ev": -9.12, "charge": 0, "de_lowest_ev": 8.888, "symbols": ["C", "C", "C", "N", "O", "O", "H", "H", "H"], "coordinates": [[-2.062897, -0.887667, -0.068567], [0.475738, -1.281032, -0.151542], [-0.731307, -1.042776, -0.226399], [-3.156770, -0.837162, 0.214227], [1.287793, 1.442934, -0.114910], [-0.066002, 1.841251, -0.091004], [1.121602, 0.396479, -0.136409], [1.469815, -1.195111, -0.325341], [1.662025, 1.563087, 0.899945]], "forces_ev_per_a": [[0.888, -0.056, -0.088], [-5.115, 0.634, -0.397], [4.544, -0.588, 0.325], [-2.555, 0.204, 0.365], [2.017, -2.536, 3.459], [-1.722, 0.868, -0.017], [0.505, 2.366, -0.103], [2.595, -0.727, -0.268], [-1.158, -0.164, -3.276]]}

---

| no. | strongest force on any atom (eV Å⁻¹) |
| --- | --- |
| 1 | 2.5 |
| 2 | 0.9 |
| 3 | 0.8 |
| 4 | 3.3 |
| 5 | 5.2 |